No. 1
{"formula": "C2H6N2O2", "method": "ωB97M-V/def2-TZVPD", "species": ["N", "C", "O", "H", "H", "H", "N", "C", "O", "H", "H", "H"], "xyz": [[-2.2224, 0.0831, 0.0389], [-0.9900, 0.1712, -0.5194], [-0.2058, 1.1460, -0.1258], [-2.8097, -0.6988, -0.2076], [-2.3081, 0.4217, 0.9861], [-0.9679, -0.1961, -1.5507], [2.2250, -0.0876, -0.0307], [0.9830, -0.1601, 0.5082], [0.2002, -1.1359, 0.1139], [2.3293, -0.4500, -0.9671], [2.8181, 0.6889, 0.2188], [0.9483, 0.2176, 1.5354]], "forces_ev_per_angstrom": [[0.3, -0.2, 0.0], [0.0, 1.4, 0.3], [-0.7, -0.6, -0.3], [0.1, 0.1, 0.0], [0.1, 0.0, -0.1], [0.2, -0.2, 0.2], [-0.4, 0.2, 0.0], [0.1, -1.5, -0.2], [0.7, 0.6, 0.3], [-0.1, 0.0, 0.1], [-0.1, -0.1, 0.0], [-0.2, 0.2, -0.2]], "max_force_ev_per_a": 1.487, "lumo_ev": 1.070, "energy_ha": -339.751441, "orbital_gap_ev": 10.3, "e_homo_ev": -9.2}


No. 2
{"formula": "C2H6N2O2", "method": "ωB97M-V/def2-TZVPD", "species": ["C", "C", "N", "N", "O", "O", "H", "H", "H", "H", "H", "H"], "xyz": [[-0.2638, -1.4570, -1.0208], [0.2868, 1.3966, 0.9920], [0.3181, -0.3810, -0.3079], [-0.4253, 0.5686, 0.1230], [1.7432, -0.3810, 0.0754], [-1.6420, 0.6136, -0.1660], [-0.1244, -1.7142, -2.0955], [0.1226, -2.2159, -0.3480], [-1.4046, -1.3000, -0.8673], [-0.4296, 2.0232, 1.5351], [0.8943, 0.7949, 1.6840], [0.9247, 2.0522, 0.3960]], "forces_ev_per_angstrom": [[-2.7, -1.2, 0.8], [0.1, 2.6, 2.1], [4.9, 1.4, 0.0], [-0.3, -2.5, -1.3], [-4.8, -0.3, -1.5], [0.4, 0.9, 0.5], [0.7, 1.0, 0.8], [-0.3, -1.1, -0.6], [1.9, -0.7, -0.3], [0.0, -0.2, -0.2], [-0.2, 0.3, -0.5], [0.2, -0.2, 0.2]], "max_force_ev_per_a": 5.144, "lumo_ev": [0.024, 0.025], "energy_ha": -339.589301, "orbital_gap_ev": [9.0, 9.0], "e_homo_ev": [-9.0, -9.0]}


No. 3
{"formula": "C2H6N2O2S", "method": "ωB97M-V/def2-TZVPD", "species": ["C", "C", "N", "N", "O", "O", "S", "H", "H", "H", "H", "H", "H"], "xyz": [[1.0325, -0.9114, 1.9212], [-0.1313, -1.4926, 2.1332], [-0.1231, 1.2417, -3.3948], [-0.6130, 1.3832, -2.2788], [-1.5326, 0.9314, 0.2172], [0.8049, 0.8191, -0.5110], [-0.5361, 0.2258, -0.5446], [1.8190, -1.3866, 1.3585], [1.2558, 0.0656, 2.3120], [-0.3570, -2.4734, 1.7448], [-0.1846, 0.2687, -3.7290], [-0.9128, -1.0194, 2.6948], [-0.5216, 2.3479, -1.9235]], "forces_ev_per_angstrom": [[0.2, -0.1, 0.2], [-0.1, -0.3, 0.0], [-0.1, 0.7, 0.0], [0.0, 0.0, -1.7], [-0.1, -0.1, -0.1], [-0.6, -0.6, 0.4], [1.0, 0.1, 0.8], [0.1, -0.1, -0.1], [0.0, 0.2, 0.1], [0.0, -0.2, -0.1], [-0.2, -0.1, 0.5], [-0.2, 0.2, 0.2], [0.0, 0.0, -0.1]], "max_force_ev_per_a": 1.667, "lumo_ev": -0.548, "energy_ha": -737.865000, "orbital_gap_ev": 9.4, "e_homo_ev": -10.0}


No. 4
{"formula": "C2H6N2O2S", "method": "ωB97M-V/def2-TZVPD", "species": ["C", "C", "N", "N", "O", "O", "S", "H", "H", "H", "H", "H", "H"], "xyz": [[-1.6508, -0.4662, -0.1444], [1.5632, 1.3469, -0.0260], [-2.5599, -1.3066, 0.0587], [-0.6070, -0.4824, 0.8437], [1.9709, -1.2432, 0.6259], [0.8265, -0.6476, -1.5187], [1.1067, -0.3976, -0.1545], [-1.6145, 0.5088, -0.6943], [0.9094, 1.9611, 0.5681], [2.5769, 1.3712, 0.4649], [1.3996, 1.8328, -0.9652], [-3.5206, -1.1359, -0.4174], [-0.4005, -1.3413, 1.3592]], "forces_ev_per_angstrom": [[0.3, 0.7, 2.5], [0.8, -0.2, 1.2], [-2.8, 0.0, -1.3], [3.7, 0.7, -3.0], [-0.2, 0.6, -0.4], [-0.1, -0.3, -1.1], [-2.5, 0.5, 3.1], [-0.3, -1.1, -0.1], [-0.5, -0.5, 1.0], [-0.9, 0.1, -1.0], [0.8, -0.2, -1.0], [2.4, -0.2, 0.6], [-0.8, -0.1, -0.3]], "max_force_ev_per_a": 4.812, "lumo_ev": 0.574, "energy_ha": -737.908058, "orbital_gap_ev": 10.6, "e_homo_ev": -10.0, "smiles": "[H]/N=C/NS(C)(=O)=O"}


No. 5
{"formula": "C2H6N2O2S", "method": "ωB97M-V/def2-TZVPD", "species": ["C", "C", "N", "N", "O", "O", "S", "H", "H", "H", "H", "H", "H"], "xyz": [[-0.5324, 1.0846, -1.2978], [0.1453, 0.9066, 1.1229], [1.7385, -0.8176, 1.0203], [0.4451, -0.3692, 1.2495], [-2.1627, -0.5954, -2.6890], [-0.8838, -1.4251, -0.7237], [-1.3975, -0.2818, -1.4994], [-1.0139, 1.9435, -1.7462], [-0.8439, 1.2193, 1.3876], [0.9350, 1.6315, 1.0369], [1.7477, -1.8313, 0.9898], [2.1291, -0.4397, 0.1584], [-0.3065, -1.0254, 0.9907]], "forces_ev_per_angstrom": [[-0.8, -1.3, 1.5], [0.1, -1.2, -0.7], [0.6, -0.1, 0.0], [-0.6, 1.1, 0.0], [-0.4, -0.1, 0.5], [-0.7, 0.0, -0.2], [2.2, 1.2, -0.7], [-0.1, 0.1, -0.4], [-0.2, 0.0, -0.1], [0.1, 0.0, 0.1], [-0.1, 0.2, -0.1], [-0.4, -0.1, -0.1], [0.2, 0.2, 0.1]], "max_force_ev_per_a": 2.558, "lumo_ev": -0.003, "energy_ha": -737.786003, "orbital_gap_ev": 8.4, "e_homo_ev": -8.4}


No. 6
{"formula": "C2H6N2O2S", "method": "ωB97M-V/def2-TZVPD", "species": ["C", "C", "N", "N", "O", "O", "S", "H", "H", "H", "H", "H", "H"], "xyz": [[0.2827, -0.2005, 0.3702], [-1.1005, -0.0868, -0.3681], [0.8038, -1.2650, 0.7297], [-2.0087, -1.1934, -0.1655], [0.1824, 2.4095, -0.0321], [2.2668, 0.9999, -0.6383], [1.1079, 1.4250, 0.4962], [-0.9058, -0.1971, -1.5179], [-1.3885, 0.9361, -0.0406], [1.6885, -1.2343, 1.2232], [3.1553, 1.4423, -0.6669], [-2.7263, -1.0001, 0.6115], [-1.3576, -2.0355, -0.0012]], "forces_ev_per_angstrom": [[-1.2, 0.4, -1.9], [1.4, -0.2, -1.1], [-0.3, -1.0, 0.6], [-0.1, -0.8, 2.0], [-0.2, 0.2, -0.4], [0.2, -0.1, -0.4], [1.9, 0.2, 0.7], [0.2, 1.2, 2.0], [-0.8, -0.9, -0.9], [0.3, 0.3, -0.1], [-1.5, -0.1, 0.7], [1.9, -0.9, -1.3], [-1.9, 1.4, 0.2]], "max_force_ev_per_a": 2.498, "lumo_ev": 0.098, "energy_ha": -737.907191, "orbital_gap_ev": 9.1, "e_homo_ev": -9.0}


No. 7
{"formula": "C2H6N2O3", "method": "ωB97M-V/def2-TZVPD", "species": ["C", "C", "N", "N", "O", "O", "O", "H", "H", "H", "H", "H", "H"], "xyz": [[1.9727, 0.7695, 0.8828], [-1.1922, -0.3377, -0.3784], [0.7610, 0.5732, 1.0467], [-0.0088, -0.7434, 0.3129], [-0.8412, 0.4331, -1.4779], [-1.8453, -1.5352, -0.8032], [-2.0670, 0.3179, 0.4484], [2.3603, 1.5966, 1.4143], [2.5806, 0.2381, 0.0233], [0.7633, -1.1600, -0.1992], [-1.2463, 0.0841, -2.2275], [-1.6351, -2.1838, -0.1574], [-1.8596, 1.2301, 0.4608]], "forces_ev_per_angstrom": [[1.1, -2.0, -3.5], [0.0, -0.9, -0.5], [-4.0, -2.4, -0.4], [3.2, 2.4, 3.1], [0.8, 1.0, 1.5], [0.5, 1.9, -1.0], [-0.4, -1.3, 0.1], [0.7, 0.7, 0.5], [-0.7, 0.8, 1.9], [-0.6, 0.1, -0.8], [-1.3, -0.9, -2.1], [0.2, -1.0, 1.0], [0.5, 1.5, 0.1]], "max_force_ev_per_a": 5.079, "lumo_ev": 0.783, "energy_ha": -414.951911, "orbital_gap_ev": 10.8, "e_homo_ev": -10.0, "smiles": "C=NNC(O)(O)O"}


No. 8
{"formula": "C2H6N2O3", "method": "ωB97M-V/def2-TZVPD", "species": ["C", "C", "N", "N", "O", "O", "O", "H", "H", "H", "H", "H", "H"], "xyz": [[0.0060, -0.1565, -0.6662], [-1.1771, -0.1489, 0.3005], [1.2937, -0.1383, 0.0197], [-2.5627, 0.6462, -0.6988], [-2.9137, 0.0005, -1.6291], [-2.8135, 1.7595, -0.3544], [-1.0125, 0.7270, 1.2549], [-0.1411, -1.0262, -1.3392], [-0.0678, 0.6375, -1.4049], [-1.6306, -1.0669, 0.5365], [2.0759, -0.5516, -0.4221], [1.1853, -0.5206, 1.0683], [-0.1374, 1.2303, 1.1055]], "forces_ev_per_angstrom": [[-0.5, -1.8, -1.7], [-0.3, 2.4, -3.1], [-1.7, 0.0, 4.4], [3.7, -1.3, 2.5], [-1.3, -0.4, -1.5], [-0.8, 0.5, -0.3], [2.1, 1.6, 1.9], [0.2, 0.0, 0.5], [0.0, 0.7, 0.4], [-0.6, -1.1, 0.5], [0.4, -0.5, -0.6], [0.6, 0.8, -3.4], [-2.0, -0.9, 0.3]], "max_force_ev_per_a": 4.721, "lumo_ev": 0.555, "energy_ha": -414.889880, "orbital_gap_ev": 9.9, "e_homo_ev": -9.4}


No. 9
{"formula": "C2H6N2OS", "method": "ωB97M-V/def2-TZVPD", "species": ["C", "C", "H", "H", "H", "H", "H", "H", "N", "N", "O", "S"], "xyz": [[2.1841, 0.0455, 0.0866], [-0.6761, -0.1122, -0.4295], [2.8401, 0.5440, -0.8718], [1.9029, 0.8446, 0.9853], [3.0536, -0.7166, 0.2472], [-0.3836, 2.0677, -0.4805], [-1.3952, -1.4129, 0.9126], [-2.8536, 0.2543, 0.7090], [-1.0431, 1.1258, -0.3797], [-1.5861, -1.0253, -0.1863], [-2.8838, -0.5894, -0.1849], [0.8408, -1.0256, -0.4080]], "forces_ev_per_angstrom": [[2.9, 1.7, -0.9], [2.7, 5.2, 0.8], [-2.6, -0.5, 2.4], [1.1, -2.3, -2.5], [-1.8, 1.2, 0.9], [-1.6, -4.0, 0.0], [-0.3, 0.7, -4.2], [-0.4, -3.1, -4.3], [2.2, 2.3, -0.5], [-2.5, -4.7, 4.6], [-0.5, 3.5, 4.1], [0.6, 0.0, -0.4]], "max_force_ev_per_a": 7.029, "lumo_ev": 0.288, "energy_ha": -662.547697, "orbital_gap_ev": 9.5, "e_homo_ev": -9.2}


No. 10
{"formula": "C2H6N2OS", "method": "ωB97M-V/def2-TZVPD", "species": ["C", "C", "H", "H", "H", "H", "H", "H", "N", "N", "O", "S"], "xyz": [[1.6099, 0.2145, 0.0616], [-0.7962, -0.8031, -0.0051], [2.7044, 0.1606, 0.3752], [1.7492, 0.9732, -0.6803], [1.2045, 0.4364, 1.0772], [-1.8063, -2.4477, -0.1970], [-1.9769, 0.3835, 0.5785], [0.1689, 1.8471, -0.2169], [-2.0491, -1.3972, -0.2298], [-1.0300, 0.5477, 0.2654], [-0.6234, 1.4991, -0.6830], [0.8450, -1.4141, -0.3458]], "forces_ev_per_angstrom": [[2.9, -1.3, 2.6], [-4.6, -1.1, -2.9], [-1.0, -1.1, -0.5], [-1.0, 0.3, -0.6], [-0.2, 0.7, -1.2], [-0.9, 1.5, -0.3], [-1.1, 2.1, -0.7], [-0.9, 0.2, -0.7], [6.0, -1.3, 1.7], [1.4, -1.7, 1.4], [-0.1, 0.0, 0.9], [-0.5, 1.7, 0.3]], "max_force_ev_per_a": 6.409, "lumo_ev": 0.473, "energy_ha": -662.602390, "orbital_gap_ev": 9.6, "e_homo_ev": -9.1, "smiles": "[H]/N=C(/NO)SC"}


Calculated energy relative to the best compared isomer or geometry (same formula, charge and spin) in order - 2.210, 6.622, 3.757, 2.585, 5.907, 2.609, 3.910, 5.598, 5.964, 4.476 eV